# 1
DFT (the ωB97M-V functional and the def2-TZVPD basis) results for C25H37NOP2Ru as an isolated structure in a non-equilibrium geometry.

Its LUMO energy (spin up / spin down) is 0.7 / -2.0 eV. The total energy is -51219.27936 eV. The HOMO energy (spin up / spin down) comes out at -0.1568 / -0.2881 Eh. As for the multiplicity: 5. The energy above the lowest of the compared OMol25 structures with the same formula, charge and spin comes out at 0.0 kJ/mol. The molar mass comes out at 530.6 g/mol. The calculation puts the gap between HOMO and LUMO (spin up / spin down) at 5.0 / 5.8 eV.

Last column: Löwdin charge in e.
Geometry (Å):
Ru 0.03 0.53 0.20  0.9230
P -2.01 -0.03 1.28  0.7532
P 2.03 1.24 -0.79  0.7676
N -0.93 1.48 -1.04  -0.1447
H 0.40 -0.27 3.17  0.0878
C -2.40 1.22 2.55  -0.2461
H -3.32 0.97 3.09  0.0487
H -2.52 2.20 2.07  0.0460
H -1.57 1.28 3.27  0.0250
C -2.28 -1.64 2.09  -0.2577
H -3.30 -1.70 2.51  0.0499
H -1.55 -1.77 2.89  0.0383
H -2.15 -2.44 1.35  0.0521
C -3.43 0.07 0.12  -0.2548
H -4.33 -0.36 0.58  0.0473
H -3.18 -0.50 -0.79  0.0441
H -3.62 1.12 -0.15  0.0409
C 2.71 2.74 0.00  -0.2484
H 3.66 3.06 -0.46  0.0491
H 2.86 2.54 1.07  0.0323
H 1.96 3.54 -0.11  0.0486
C 3.32 -0.04 -0.65  -0.2254
H 4.26 0.30 -1.09  0.0501
H 2.98 -0.95 -1.17  0.0463
H 3.46 -0.28 0.42  0.0304
C 1.92 1.70 -2.56  -0.2456
H 2.91 2.00 -2.94  0.0493
H 1.22 2.53 -2.66  0.0446
H 1.56 0.85 -3.14  0.0310
C -1.68 2.09 -1.95  -0.4122
C -2.81 4.11 -2.72  -0.1016
C -2.08 3.45 -1.75  -0.0440
C -2.12 1.42 -3.15  -0.0407
C -2.79 2.12 -4.13  -0.0959
C -3.16 3.46 -3.92  -0.0981
H -3.13 5.14 -2.55  0.1018
H -1.76 3.92 -0.81  0.1052
H -1.90 0.35 -3.24  0.0941
H -3.04 1.61 -5.06  0.1045
H -3.72 4.00 -4.68  0.0967
C 1.31 0.35 3.02  -0.5813
O 1.11 1.08 1.83  -0.4474
C 1.39 1.36 4.18  -0.0563
H 2.08 1.01 4.95  0.0717
H 0.40 1.47 4.64  0.0611
H 1.73 2.34 3.83  0.0782
C 2.52 -0.57 3.02  -0.0739
H 3.44 0.02 3.03  0.0840
H 2.55 -1.26 2.17  0.0477
H 2.50 -1.18 3.93  0.0866
C 1.05 -5.03 1.04  -0.1041
C 0.88 -3.90 1.86  -0.0882
C 0.60 -2.67 1.27  -0.1127
C 0.47 -2.53 -0.12  -0.1911
C 0.16 -1.27 -0.77  -0.2385
C 0.09 -1.21 -2.16  -0.1649
C 0.32 -2.35 -2.95  -0.0936
C 0.59 -3.57 -2.36  -0.0379
C 0.67 -3.69 -0.95  -0.1826
C 0.96 -4.93 -0.34  -0.0501
H 1.27 -5.99 1.51  0.0944
H 0.97 -3.97 2.94  0.1013
H 0.47 -1.79 1.90  0.0512
H -0.17 -0.28 -2.64  0.0367
H 0.26 -2.25 -4.04  0.0989
H 0.77 -4.45 -2.97  0.1118
H 1.10 -5.80 -0.97  0.1060

# 2
DFT (the ωB97M-V functional and the def2-TZVPD basis) results for a 2-piece molecular cluster, C5H11O2 overall in a non-equilibrium geometry.

As for the total charge: -1. Its LUMO energy is 4.2 eV. The total energy is -9459.41873 eV. The HOMO energy comes out at -0.1434 Eh. The energy above the lowest of the compared OMol25 structures with the same formula, charge and spin comes out at 58.9 kJ/mol. The molar mass comes out at 103.1 g/mol. The calculation puts the gap between HOMO and LUMO at 8.1 eV.

Last column: Löwdin charge in e.
Geometry (Å):
C 0.09 2.83 -0.21  -0.2035
C 1.45 2.68 -0.86  -0.1841
H -0.70 2.78 -0.96  0.0604
H -0.01 1.96 0.44  0.0347
H -0.08 3.78 0.29  0.0465
H 1.41 1.73 -1.40  0.0669
H 2.28 2.70 -0.14  0.0541
H 1.69 3.52 -1.51  0.0436
C -1.22 -2.15 0.58  -0.2110
C -0.12 -3.10 1.04  -0.1399
C -0.72 -1.06 -0.39  -0.7400
O -0.03 -1.44 -1.37  -0.0950
O -0.94 0.15 -0.09  -0.1023
H -1.90 -2.61 -0.16  0.1031
H -1.66 -1.71 1.47  0.0866
H -0.42 -4.08 1.38  0.0422
H 0.50 -2.53 1.75  0.0732
H 0.40 -3.42 0.13  0.0645

# 3
DFT (the ωB97M-V functional and the def2-TZVPD basis) results for C15H8Cl2F6LuN2O4S3 as an isolated structure in a non-equilibrium geometry.

As for the total charge: +1. Its LUMO energy (spin up / spin down) is -9.1 / -9.1 eV. The total energy is -134284.18644 eV. The HOMO energy (spin up / spin down) comes out at -0.4226 / -0.4160 Eh. The molar mass comes out at 736.3 g/mol. The calculation puts the gap between HOMO and LUMO (spin up / spin down) at 2.4 / 2.2 eV.

Last column: Löwdin charge in e.
Geometry (Å):
Lu 12.54 10.33 6.20  1.4478
F 20.08 15.25 4.25  0.0003
C 12.81 19.87 1.65  0.5910
F 13.51 8.32 7.00  -0.6722
F 10.89 10.95 6.71  -0.5588
S 18.54 10.35 2.15  0.7389
O 7.85 4.08 3.07  -0.1115
O 20.04 9.46 2.19  -0.5824
N 15.41 9.92 2.32  0.0461
S 14.66 8.93 3.18  0.4893
O 13.67 8.23 2.36  -0.1844
O 14.35 9.24 4.55  -0.3962
C 15.89 7.39 3.41  -0.5781
F 16.73 7.03 2.43  0.1255
F 15.19 6.25 3.56  0.1305
F 16.58 7.71 4.55  0.0918
Cl 13.99 12.06 5.27  -0.2109
C 11.92 18.60 2.26  -0.4000
C 14.52 21.88 4.84  0.0199
C 15.93 21.65 5.39  0.0578
C 11.27 17.32 2.64  0.4238
C 10.84 19.23 2.96  -0.4929
Cl 9.48 20.25 2.26  0.7150
C 9.60 14.84 4.12  -0.5112
S 8.51 15.90 3.68  0.5589
H 15.77 21.23 4.46  -0.0969
H 14.55 20.93 5.58  0.0361
H 11.30 19.03 3.91  0.1027
N 10.11 9.19 4.41  0.1649
C 9.50 8.22 4.43  -0.1367
C 8.34 7.41 4.23  -0.2145
C 8.20 6.19 3.78  -0.1048
C 6.97 5.72 3.61  0.0932
C 5.78 6.48 4.18  0.0840
C 6.05 7.92 4.30  -0.0475
C 7.32 8.33 4.38  -0.0675
H 9.00 5.64 3.36  0.1297
H 7.72 4.46 2.19  0.0174
H 4.82 6.22 4.00  0.0556
H 5.26 8.65 4.34  0.1127
H 7.55 9.39 4.52  0.1333

- Which of these has the lowest total energy?
  C15H8Cl2F6LuN2O4S3

- What is the molar mass in the third record?
  736.3 g/mol

- Which value of total energy does entry 2 give?
  -9459.41873 eV

- Which of these has the highest molar mass?
  C15H8Cl2F6LuN2O4S3